18
Properties=species:S:1:pos:R:3 method="wB97M-V/def2-TZVPD" largest_force_ev_per_a=2.91 e_tot_ev=-8898.9421 homo_lumo_gap_ev=7.97 smiles="C=C/C(C)=C/N.O" charge=0 mol_weight_g_mol=101.1 de_lowest_kj_mol=265.8 spin_multiplicity=1
C -0.078 -1.119 -1.640
N -0.197 1.652 -1.454
C 0.711 0.985 -0.623
C 0.849 -0.352 -0.734
C 1.601 -1.093 0.338
C 2.254 -0.496 1.337
H 0.228 -2.162 -1.738
H -1.055 -1.165 -1.143
H -0.222 -0.656 -2.619
H -0.781 1.088 -2.029
H 0.002 2.636 -1.396
H 1.141 1.582 0.165
H 1.396 -2.158 0.419
H 2.785 0.434 1.159
H 2.327 -0.880 2.349
H -3.584 0.422 1.784
H -3.841 1.053 3.117
O -3.535 0.225 2.708